# 1
ORCA calculation (ωB97M-V/def2-TZVPD) on C18H23BCl3F4GeNPtSe as an isolated structure.

As for the spin multiplicity: 4. The total energy is -194760.43550 eV. As for the molar mass: 793.20 Da. The value obtained for the LUMO energy (alpha / beta) is 2.202 / -0.056 eV. As for the highest occupied orbital energy (alpha / beta): -3.0 / -5.8 eV. As for the charge: -1.

```
53
Properties=species:S:1:pos:R:3:forces:R:3
Pt 0.67728 0.03351 -1.02229 1.5 -0.4 0.6
C -0.50108 0.63684 -3.61120 -2.1 0.4 -0.4
N 0.84912 0.32412 -3.13521 0.7 -1.7 -2.4
C 1.38993 -0.90783 -3.84218 0.8 1.2 1.2
C 1.79139 1.44406 -3.36261 0.2 -0.1 -1.2
C 1.44313 2.54213 -2.40389 0.4 1.3 0.2
C 1.63694 3.93225 -2.63010 -1.5 -1.0 1.8
C 1.04037 4.90164 -1.76087 0.9 -1.9 -1.3
C 0.37469 4.41820 -0.65699 -0.2 -0.7 0.7
C 0.26861 3.04151 -0.39176 0.4 0.3 0.5
C 0.85554 2.10940 -1.21229 -1.4 1.2 -1.0
H -0.48745 0.84987 -4.71604 0.1 -0.1 0.8
H -0.96071 1.47950 -3.02054 0.9 -0.6 -0.9
H -1.28288 -0.16712 -3.40832 1.6 0.7 -0.3
H 1.31157 -0.83299 -4.90828 -0.3 0.2 -0.8
H 0.88527 -1.78765 -3.49010 -0.3 -0.3 0.0
H 2.46910 -0.97220 -3.59214 -0.6 -0.1 0.0
H 1.82020 1.72805 -4.45126 -0.5 0.1 0.8
H 2.78872 1.02961 -3.22861 0.2 0.1 0.5
H 2.19893 4.20575 -3.46650 0.6 0.7 -1.4
H 1.06356 5.93995 -2.05515 0.1 0.1 0.3
H -0.04472 5.08039 0.06868 -0.4 0.5 0.2
H -0.24332 2.61680 0.47562 -0.1 0.7 -0.1
C -1.75910 -3.73848 4.55508 1.4 -0.7 -1.3
C -0.94895 -2.74665 3.75745 -0.1 1.8 -0.7
C -1.42363 -1.43425 3.53252 -0.1 0.0 0.1
C -0.60194 -0.47541 2.89491 -0.4 -1.5 0.3
C -0.84610 0.94287 3.17762 -0.9 1.4 0.9
C 0.56704 -0.87710 2.20213 -0.6 0.7 1.0
Se 1.47846 0.47018 1.14249 0.2 -1.0 1.6
C 1.06442 -2.14881 2.38705 -0.2 -1.1 0.6
C 2.46804 -2.52829 1.97065 0.2 -2.4 0.1
C 0.28083 -3.04493 3.16255 0.7 -1.7 0.4
H -2.39498 -3.33512 5.29992 -0.6 0.7 0.6
H -1.06118 -4.43360 5.04447 -0.4 -0.1 -0.2
H -2.36378 -4.24870 3.80638 -0.2 -0.5 0.3
H -2.46960 -1.11859 3.86350 1.7 -0.3 -0.1
H -1.33259 1.10822 4.18454 0.9 -0.4 -0.8
H -1.55254 1.44427 2.52656 0.2 0.0 -0.6
H 0.13377 1.42800 3.13008 -0.3 0.5 0.3
H 2.61954 -2.65194 0.87418 -0.2 0.5 0.7
H 2.69023 -3.57926 2.40504 -0.3 1.6 -0.7
H 3.21798 -1.86694 2.40031 0.0 0.2 -0.1
H 0.65979 -4.11604 3.32443 -0.3 1.7 -0.3
F -2.34493 0.61407 0.72399 -0.4 -0.2 0.0
B -2.91886 1.29004 -0.36510 0.1 0.3 -0.5
F -2.73839 2.67549 -0.19237 -0.2 0.1 0.2
F -2.12615 0.92973 -1.51274 -0.9 -0.2 0.4
F -4.29610 1.00670 -0.55179 1.0 -0.1 0.1
Cl 0.89165 -3.74603 -0.72598 0.0 0.2 -0.3
Ge -0.54998 -2.05241 -0.89323 -1.3 -0.3 0.4
Cl -1.60169 -2.57417 -2.76720 0.0 -0.2 -0.2
Cl -2.08549 -2.83860 0.46461 0.2 0.2 0.0
```
Forces are in eV/Å.

natural (NBO) population analysis, charges in e, atoms 1 to 5: number 1, Pt, carries 0.51; number 2, C, carries -0.49; number 3, N, carries -0.49; number 4, C, carries -0.40; number 5, C, carries -0.24

---

# 2
ORCA calculation (ωB97M-V/def2-TZVPD) on C32H26IrN5O5SSe as an isolated structure.

As for the spin multiplicity: 2. The total energy is -130304.81487 eV. As for the molar mass: 863.83 Da. The value obtained for the LUMO energy (alpha / beta) is -3.408 / -4.352 eV. As for the highest occupied orbital energy (alpha / beta): -10.5 / -10.8 eV. As for the charge: +1.

```
71
Properties=species:S:1:pos:R:3:forces:R:3
Ir -0.20061 -0.09260 0.67301 0.3 0.5 1.8
C -1.46101 -3.91711 2.10192 -0.1 0.0 0.1
C -0.66160 -4.82269 1.41916 0.1 -0.1 0.0
C 0.42229 -4.34567 0.72292 0.0 0.0 0.1
C 0.69527 -2.97358 0.68164 -0.2 0.0 0.3
N -0.12429 -2.08919 1.30793 0.2 -0.4 0.0
C -1.16965 -2.57878 2.01434 0.2 0.1 -0.1
N 1.87630 -2.65072 0.04659 0.2 0.0 -0.2
C 2.27016 -1.48288 -0.28163 0.1 -0.3 0.1
N 1.56677 -0.30118 -0.20626 -0.4 -0.2 -0.5
C 2.35285 0.73384 -0.56890 0.1 0.6 -0.2
N 2.05319 1.99999 -0.59154 0.7 -0.6 0.0
C 0.80484 2.48313 -0.40070 -1.2 -1.3 -0.2
C 0.74190 3.87934 -0.52579 -0.5 1.3 -0.1
C -0.48819 4.57389 -0.53607 0.9 0.1 -0.1
C -1.62161 3.86784 -0.44293 -0.5 -0.2 0.0
C -1.61766 2.39440 -0.25181 0.3 -0.1 -0.3
N -0.30935 1.73531 -0.22072 0.4 1.3 0.3
C 3.68025 0.19753 -0.95130 -0.2 0.4 0.0
C 4.82482 0.82971 -1.38598 0.1 0.1 -0.1
C 5.92745 0.02500 -1.66524 -0.1 0.1 0.0
C 5.86940 -1.35636 -1.50396 -0.1 -0.1 0.0
C 4.70671 -1.97996 -1.05656 0.1 -0.1 0.0
C 3.62287 -1.17143 -0.79144 -0.2 -0.3 0.1
H -2.30905 -4.23444 2.69145 0.0 0.0 0.0
H -0.87253 -5.88369 1.44773 0.0 0.0 0.0
H 1.11229 -4.99860 0.20948 0.0 0.0 0.0
H -1.77887 -1.84213 2.50775 0.0 0.0 0.0
H 1.69198 4.38194 -0.63141 -0.1 0.0 0.0
H -0.50980 5.64945 -0.65022 0.1 0.0 0.0
H -2.60081 4.32763 -0.49262 0.0 0.0 0.1
H -2.22434 1.93561 -1.04357 0.1 -0.1 0.0
H 4.85855 1.90500 -1.50059 0.0 0.0 0.0
H 6.84753 0.47833 -2.00970 0.0 0.0 0.0
H 6.74523 -1.95168 -1.72553 0.0 0.0 0.0
H 4.65066 -3.05185 -0.91896 0.0 0.0 0.0
O -1.86817 2.71562 2.01152 0.2 -0.1 0.1
Se -0.88390 1.52264 3.01891 0.3 0.0 -0.1
O -1.51599 0.12683 2.36320 -0.6 0.2 -0.2
O -2.39673 2.04676 0.87037 -0.2 0.0 0.2
O 0.62181 1.46177 2.30236 -0.3 -0.9 -0.4
O -1.76255 -0.87854 -0.34735 -0.1 0.3 -0.6
S -1.78228 -1.31305 -1.84405 0.3 -0.4 0.0
C -0.84975 -0.07425 -2.75799 -0.1 0.1 -0.1
C -0.40661 -0.59113 -4.10311 0.0 -0.1 0.0
C 0.23333 -1.82300 -4.23087 0.0 0.0 0.0
C 0.66114 -2.26172 -5.47494 0.0 0.0 0.0
C 0.45712 -1.47430 -6.60036 0.0 0.0 0.0
C -0.17425 -0.24495 -6.47811 0.0 0.0 0.0
C -0.60724 0.19255 -5.23437 -0.1 0.0 0.0
C -3.51615 -1.02030 -2.29612 -0.1 -0.1 0.1
C -3.98580 0.39414 -2.41748 0.1 0.0 0.1
C -3.89227 1.07714 -3.62871 0.0 0.0 0.0
C -4.32732 2.39013 -3.72516 0.0 0.0 0.0
C -4.87089 3.02584 -2.61388 0.0 0.0 0.0
C -4.98045 2.34548 -1.40966 0.0 -0.1 0.0
C -4.53801 1.03290 -1.31069 0.0 0.0 0.0
H -0.01533 0.14277 -2.08951 0.0 -0.1 -0.1
H -1.45702 0.82484 -2.85768 0.0 0.0 0.1
H 0.40631 -2.44177 -3.35692 0.0 0.0 0.0
H 1.15799 -3.21881 -5.56487 0.0 0.0 0.0
H 0.79227 -1.81782 -7.56995 0.0 0.0 0.0
H -0.33028 0.37507 -7.35106 0.0 0.0 0.0
H -1.09696 1.15568 -5.14017 0.0 0.0 0.0
H -4.02462 -1.52924 -1.47370 0.0 -0.1 -0.1
H -3.66634 -1.61440 -3.19923 0.1 0.1 -0.1
H -3.48866 0.57331 -4.50045 0.0 0.0 0.0
H -4.25953 2.91272 -4.67026 0.0 0.0 0.0
H -5.22316 4.04603 -2.69492 0.0 0.0 0.0
H -5.41866 2.82789 -0.54569 0.0 0.0 0.0
H -4.61435 0.50577 -0.36618 0.0 0.0 0.0
```
Forces are in eV/Å.

Mulliken population analysis, charges in e, atoms 1 to 5: number 1, Ir, carries 1.19; number 2, C, carries -0.90; number 3, C, carries -0.50; number 4, C, carries -0.53; number 5, C, carries 0.27

---

# 3
ORCA calculation (ωB97M-V/def2-TZVPD) on C11H17BrN3OTi as an isolated structure.

As for the spin multiplicity: 4. The total energy is -111351.94676 eV. As for the molar mass: 335.05 Da. The value obtained for the LUMO energy (alpha / beta) is -2.892 / -2.605 eV. As for the highest occupied orbital energy (alpha / beta): -7.5 / -7.5 eV. As for the charge: 0.

```
34
Properties=species:S:1:pos:R:3:forces:R:3
Ti -6.56673 -1.83282 1.56578 0.7 0.4 -0.6
Br -3.33366 -0.28059 -1.03342 -0.7 -0.4 0.6
C -0.39640 2.18506 6.44737 -0.1 -0.5 -1.3
C -1.17336 2.06810 5.07762 -3.0 1.0 1.5
O -2.15978 2.83284 4.81126 3.4 -1.9 0.4
N -0.97938 0.92258 4.36331 0.7 -0.4 -0.3
C -0.17493 -0.29926 4.59519 0.2 0.1 -0.1
H -1.07458 1.96035 7.27058 -0.3 0.2 -0.2
H 0.06480 3.15992 6.60564 -0.2 0.0 -0.2
H 0.37407 1.41604 6.50293 0.2 0.1 -0.1
H -1.57134 0.84761 3.54840 -0.1 0.2 0.1
H 0.87088 -0.19282 4.88339 -0.1 0.8 0.3
H -0.06010 -0.84258 3.65725 -0.5 0.1 -0.1
H -0.61190 -0.99068 5.31568 -0.3 0.2 0.1
N 0.65717 4.07439 -2.37644 0.0 2.7 -0.4
C 0.42487 5.46049 -2.36315 -0.1 -0.5 0.4
C 1.23495 6.07455 -3.30080 0.7 -0.6 0.4
C 2.04370 5.06853 -3.90332 -1.4 -2.3 1.0
C 1.61746 3.85937 -3.30239 0.8 -0.1 -0.7
H 0.12395 3.37162 -1.88463 0.2 0.2 -0.1
H -0.21259 5.86782 -1.59235 -0.1 0.1 -0.3
H 1.46755 7.11777 -3.45570 -0.7 0.1 0.2
H 2.73150 5.10697 -4.73509 0.0 0.2 0.3
H 1.90517 2.82100 -3.37598 0.4 0.1 -0.6
N -0.16534 -5.05855 -3.06495 0.3 -0.4 -0.1
C 0.21372 -6.05977 -2.16943 -0.4 0.9 -0.3
C 0.93786 -6.96876 -2.87854 0.3 -0.4 0.1
C 0.96832 -6.55200 -4.22301 1.2 -0.2 -0.4
C 0.33436 -5.35894 -4.31435 -0.9 0.5 0.3
H -0.70147 -4.21935 -2.89644 0.1 -0.3 0.3
H -0.04761 -6.01558 -1.12245 0.0 0.1 -0.2
H 1.50863 -7.82172 -2.54227 -0.4 0.0 0.4
H 1.61799 -7.00954 -4.95444 -0.4 0.0 -0.3
H 0.13226 -4.71192 -5.15514 0.1 0.0 0.1
```
Forces are in eV/Å.

natural (NBO) population analysis, charges in e, atoms 1 to 5: number 1, Ti, carries 0.92; number 2, Br, carries -0.91; number 3, C, carries -0.71; number 4, C, carries 0.68; number 5, O, carries -0.64

---

# 4
ORCA calculation (ωB97M-V/def2-TZVPD) on C4H7NO2 in the gas phase.

The total energy is -9845.96934 eV. As for the molar mass: 101.10 Da. The value obtained for the LUMO energy is 0.907 eV. As for the SMILES: C[C@@]1(C(N)=O)CO1. As for the highest occupied orbital energy: -9.8 eV. As for the charge: 0.

```
14
Properties=species:S:1:pos:R:3:forces:R:3
C 1.16418 -1.27094 0.06573 0.0 0.0 0.1
C 0.26835 -0.07635 -0.14031 0.1 0.0 0.7
C -0.96939 -0.00614 0.81397 0.7 -0.4 0.2
N -2.06542 0.43654 0.18532 0.4 -0.1 -0.1
O -0.89340 -0.31862 1.98824 0.2 0.1 -0.4
C 0.81945 1.21132 -0.58158 0.2 0.2 0.2
O 0.12628 0.37602 -1.49965 -0.6 -0.2 0.3
H 2.08027 -1.18075 -0.52513 -0.2 0.1 0.1
H 1.42126 -1.34661 1.12392 0.0 0.0 -0.1
H 0.65536 -2.19398 -0.22729 0.0 0.1 0.0
H -2.96741 0.43149 0.65461 0.4 0.1 -0.6
H -1.83645 0.51369 -0.79412 -1.2 0.3 -0.4
H 0.30694 2.13601 -0.31547 0.1 -0.1 0.0
H 1.88997 1.28830 -0.74824 -0.1 0.0 0.0
```
Forces are in eV/Å.

natural (NBO) population analysis, charges in e, atoms 1 to 5: number 1, C, carries -0.63; number 2, C, carries 0.12; number 3, C, carries 0.65; number 4, N, carries -0.83; number 5, O, carries -0.61

---

# 5
ORCA calculation (ωB97M-V/def2-TZVPD) on C39H43BiClP2Si2 as an isolated structure.

The total energy is -93823.22019 eV. As for the molar mass: 874.33 Da. The value obtained for the LUMO energy (alpha / beta) is -2.991 / -2.925 eV. As for the highest occupied orbital energy (alpha / beta): -8.1 / -7.8 eV. As for the charge: +1.

```
88
Properties=species:S:1:pos:R:3:forces:R:3
C 2.34353 3.54141 1.21747 -0.3 -0.2 -1.2
C 3.15059 2.65758 2.10570 0.3 -0.4 0.8
C 3.28717 1.40005 1.55974 -0.5 0.3 -0.2
H 3.62683 3.05948 3.00250 0.1 -0.4 -0.3
C 2.42530 1.25981 0.41052 0.5 -1.2 0.4
C 1.71870 2.52288 0.23741 -1.8 0.6 1.1
H 1.28886 2.87549 -0.70649 0.4 -0.2 0.2
H 2.99994 4.25191 0.66356 -0.1 0.1 0.0
H 3.92259 0.58742 1.92807 -0.3 0.5 0.0
H 2.48606 0.48721 -0.35987 0.1 0.3 0.3
Bi 0.13095 1.27945 1.50836 1.9 -1.0 -1.7
Si -1.41765 -0.81593 -1.35020 1.2 -1.4 1.2
C -1.10749 -1.98562 0.29295 -0.3 0.3 -1.3
C -2.36946 -2.34027 0.92254 -0.4 -0.5 1.1
H -3.26685 -2.32906 0.30000 0.3 -0.3 0.2
C -2.45089 -2.70092 2.25026 -1.0 0.1 -1.4
H -3.40009 -3.09219 2.62346 0.3 0.3 0.0
C -1.34872 -2.58971 3.10665 0.9 0.0 0.6
H -1.41747 -2.95322 4.12876 0.0 0.2 -0.1
C -0.17463 -2.02882 2.63273 -0.4 -0.2 0.1
H 0.65822 -1.82553 3.30632 -0.1 -0.2 -0.2
C -0.03084 -1.73341 1.26616 0.9 0.0 0.4
H 0.93426 -1.28236 0.99675 -0.6 -0.3 -0.2
C 0.33759 -1.00799 -2.00547 -0.2 1.1 0.3
C 1.34739 -1.87655 -1.53011 1.1 1.0 -0.5
H 1.56487 -2.11445 -0.45717 -0.8 -0.1 -1.2
C 2.44114 -2.17084 -2.37411 -0.2 0.2 0.6
H 3.07380 -3.01849 -2.12023 0.2 0.4 0.1
C 2.71296 -1.36168 -3.46377 -0.4 -0.1 -0.3
H 3.62472 -1.50453 -4.04509 -0.3 0.0 0.1
C 1.82073 -0.33420 -3.79046 0.1 0.4 0.0
H 2.05429 0.34281 -4.61064 0.0 -0.2 0.1
C 0.62878 -0.16413 -3.08228 0.7 -0.7 -0.5
H -0.07788 0.61936 -3.36721 0.1 -0.4 -0.1
H -0.65742 0.41886 -0.09205 0.4 1.0 1.0
Si 0.04457 -3.57397 -0.29676 -1.1 -1.1 -0.7
C 0.02271 -4.40794 -2.06064 -0.5 0.3 -0.3
C 0.49883 -5.72356 -2.17717 0.3 0.1 -0.1
H 0.62109 -6.33252 -1.28030 0.2 0.1 -0.2
C 0.85305 -6.25138 -3.42807 -0.1 0.2 -0.2
H 1.27690 -7.24957 -3.49678 -0.1 0.1 0.1
C 0.70039 -5.49627 -4.59853 0.1 0.0 0.4
H 1.04902 -5.86521 -5.56607 -0.1 0.0 0.4
C 0.09402 -4.24266 -4.50902 -0.2 -0.2 0.2
H -0.06345 -3.63526 -5.40458 -0.1 -0.3 0.3
C -0.30465 -3.75853 -3.26337 0.5 0.3 -0.2
H -0.83953 -2.81223 -3.22929 0.5 -0.3 -0.2
C -0.49809 -5.04784 0.70710 -0.3 -0.1 0.4
C 0.32175 -5.73802 1.61502 -0.8 0.0 0.0
H 1.38252 -5.47754 1.68203 -0.4 -0.1 0.2
C -0.24264 -6.74682 2.41264 0.2 0.1 -0.1
H 0.40043 -7.29854 3.10342 -0.3 0.2 -0.2
C -1.60952 -7.04168 2.33004 0.3 0.3 -0.1
H -2.05290 -7.77060 3.01026 0.2 0.1 -0.3
C -2.40619 -6.39423 1.38025 0.2 0.0 -0.1
H -3.46554 -6.64047 1.30657 0.3 0.0 -0.1
C -1.84054 -5.43705 0.53090 0.1 -0.3 0.7
H -2.45952 -4.96740 -0.24121 0.2 -0.1 0.3
H -1.99596 0.46140 -1.86362 0.3 -0.3 0.2
Cl -2.87807 -1.98732 -2.30306 -0.1 0.0 0.1
C -2.47673 2.98985 -1.04508 -0.2 -0.2 -0.3
P -1.54811 3.37948 0.46562 -0.7 1.1 0.0
C -2.91908 3.84379 1.59715 -0.2 0.1 0.0
C -0.85852 5.04752 0.04338 0.2 0.3 0.4
C -1.52506 5.80529 -0.92349 0.2 0.1 0.0
C -1.08109 7.07120 -1.30102 0.2 0.0 0.2
C 0.04101 7.61474 -0.68329 0.0 -0.1 0.0
C 0.71055 6.89289 0.31022 0.0 -0.1 0.1
C 0.27843 5.61346 0.69741 -0.6 0.1 -0.4
P 1.21101 4.75162 2.00591 0.7 -0.1 -1.2
C 2.35701 5.93068 2.70253 0.0 0.5 0.3
C 0.20315 4.17609 3.36123 -0.6 -0.1 0.8
H -3.46693 3.45570 -0.99732 0.2 -0.1 -0.2
H -2.59498 1.90473 -1.13944 0.0 0.5 0.1
H -1.94198 3.37466 -1.91936 -0.1 -0.3 0.1
H -2.63099 4.71624 2.20022 -0.2 -0.3 -0.1
H -3.79871 4.08962 0.98542 0.1 0.1 0.4
H -3.14886 2.98730 2.24611 -0.1 0.3 -0.1
H -2.41172 5.41158 -1.41608 0.2 0.1 0.2
H -1.61484 7.62224 -2.07548 0.2 -0.1 0.2
H 0.39905 8.60493 -0.96310 -0.1 -0.3 0.1
H 1.58405 7.33929 0.79426 -0.4 -0.1 -0.3
H 1.82871 6.86519 2.91859 0.2 -0.1 0.1
H 2.76437 5.51978 3.63429 0.0 0.1 -0.2
H 3.17614 6.12292 2.00027 -0.2 0.0 0.2
H -0.74314 4.73364 3.39354 0.3 -0.1 0.0
H -0.01618 3.09248 3.35821 0.2 0.8 -0.1
H 0.75488 4.40448 4.28479 -0.2 -0.1 -0.2
```
Forces are in eV/Å.

Mulliken population analysis, charges in e, atoms 1 to 5: number 1, C, carries 0.52; number 2, C, carries -1.15; number 3, C, carries -0.71; number 4, H, carries 0.39; number 5, C, carries -0.49